Below is a structure of composition C60H57FN7O19S3 at a distorted geometry, with properties calculated with ωB97M-V/def2-TZVPD.

```
147
Properties=species:S:1:pos:R:3:mulliken_charge:R:1
C 6.795 -2.724 1.082 -1.3082
C 6.473 -1.262 0.719 0.2926
C 6.804 -1.076 -0.757 -1.6898
C 4.999 -1.007 1.057 2.4743
C 4.856 -1.046 2.593 -2.3213
C 4.484 0.349 0.576 -1.5646
O 3.225 0.210 -0.153 0.4746
N 3.272 0.650 -1.456 -0.4101
S 3.799 -0.453 -2.651 -0.0715
C 2.861 1.889 -1.738 0.5041
N 2.902 2.405 -2.971 -0.6232
C 2.444 3.626 -2.868 0.5216
N 2.351 4.513 -3.885 -0.4634
C 2.404 4.068 -5.039 0.6919
O 2.420 3.655 -6.108 -0.2969
N 2.085 3.908 -1.584 -0.1708
S 1.490 5.363 -0.976 1.1384
O 1.264 6.184 -2.087 -0.4823
O 2.304 5.719 0.116 -0.5119
F 0.169 4.825 -0.450 -0.1485
N 2.343 2.743 -0.848 0.3962
C 2.067 2.568 0.586 -1.2497
C 0.996 1.483 0.801 0.2453
C -0.364 1.987 1.227 -0.8625
C -1.308 0.771 1.284 -0.6920
C -2.539 0.860 0.382 -0.8876
C -2.815 -0.501 -0.258 -0.7614
C -1.803 -0.754 -1.373 -0.0321
S -2.303 -1.783 -2.779 -0.1412
C -3.920 -2.301 -2.464 0.3778
N -4.319 -3.455 -2.076 -0.2784
N -5.703 -3.397 -2.030 -0.4525
C -6.023 -2.207 -2.383 -0.0913
O -4.950 -1.445 -2.680 -0.1765
H 7.135 -2.834 2.103 0.2352
H 5.905 -3.328 0.936 0.1384
H 7.542 -3.127 0.409 0.5019
H 7.100 -0.601 1.313 0.5172
H 6.197 -1.743 -1.362 0.2989
H 6.713 -0.054 -1.113 0.3631
H 7.834 -1.372 -0.923 0.5353
H 4.357 -1.780 0.647 -0.4626
H 3.968 -0.537 2.946 0.3956
H 5.713 -0.527 3.017 0.7677
H 4.904 -2.064 2.958 0.0710
H 5.219 0.845 -0.047 0.5887
H 4.309 1.017 1.413 0.2110
H 2.640 -0.575 -3.318 0.0271
H 2.974 2.260 1.080 -0.2754
H 1.728 3.504 0.997 0.8384
H 0.829 0.986 -0.152 0.5475
H 1.334 0.748 1.517 0.3938
H -0.346 2.471 2.194 0.3063
H -0.794 2.678 0.512 0.4925
H -1.615 0.585 2.307 0.5615
H -0.747 -0.105 0.967 0.1642
H -2.398 1.586 -0.415 0.3237
H -3.426 1.152 0.934 0.3864
H -2.683 -1.269 0.497 0.3752
H -3.848 -0.539 -0.583 0.4019
H -1.463 0.196 -1.774 0.3212
H -0.942 -1.262 -0.954 -0.0733
H -6.993 -1.772 -2.486 0.5792
C 3.427 2.291 6.393 -0.3808
C 2.933 1.732 5.292 -0.0487
C 1.573 2.059 4.811 0.3180
O 1.135 1.529 3.805 -0.4176
C 0.772 3.035 5.586 -0.4757
C 1.263 3.599 6.687 -0.5302
C 2.632 3.270 7.179 0.1865
O 3.073 3.786 8.180 -0.5374
H 4.417 2.063 6.767 0.4820
H 3.487 1.013 4.704 0.5112
H -0.220 3.256 5.212 0.4927
H 0.703 4.314 7.275 0.4476
C -9.342 2.024 -3.634 -0.4492
C -9.563 2.732 -4.738 -0.3632
C -9.105 2.249 -6.066 0.3445
O -9.300 2.896 -7.071 -0.5573
C -8.396 0.945 -6.116 -0.4958
C -8.176 0.239 -5.012 -0.2178
C -8.631 0.724 -3.685 0.5942
O -8.430 0.081 -2.674 -0.5663
H -9.664 2.356 -2.655 0.4364
H -10.079 3.684 -4.726 0.4589
H -8.073 0.613 -7.095 0.4338
H -7.660 -0.713 -5.026 0.3890
C -0.255 -3.871 -6.402 -0.2884
C -0.893 -3.642 -7.546 -0.4084
C -0.791 -2.331 -8.237 0.2990
O -1.371 -2.115 -9.276 -0.5358
C 0.056 -1.285 -7.601 -0.4164
C 0.692 -1.517 -6.457 -0.3346
C 0.588 -2.829 -5.768 0.3394
O 1.172 -3.035 -4.724 -0.4260
H -0.316 -4.817 -5.880 0.4663
H -1.513 -4.388 -8.026 0.4308
H 0.117 -0.339 -8.122 0.4273
H 1.312 -0.771 -5.976 0.4227
C 4.140 -3.080 3.848 -0.0606
C 3.925 -4.390 3.916 -0.6048
C 3.685 -5.066 5.219 0.0191
O 3.490 -6.259 5.279 -0.5553
C 3.696 -4.220 6.440 -0.5977
C 3.911 -2.909 6.375 -0.8875
C 4.148 -2.241 5.072 0.9112
O 4.342 -1.042 5.014 -0.5079
H 4.318 -2.575 2.906 0.4079
H 3.916 -5.022 3.037 0.7078
H 3.521 -4.731 7.377 0.4190
H 3.923 -2.281 7.255 0.8138
C -8.430 6.350 -6.393 -0.2852
C -9.314 7.321 -6.607 -0.3711
C -9.294 8.573 -5.807 0.3568
O -10.097 9.457 -5.998 -0.5316
C -8.248 8.698 -4.757 -0.3364
C -7.366 7.726 -4.543 -0.3645
C -7.387 6.476 -5.344 0.4453
O -6.582 5.590 -5.145 -0.5788
H -8.430 5.429 -6.964 0.4098
H -10.083 7.250 -7.366 0.4347
H -8.252 9.618 -4.187 0.4080
H -6.598 7.795 -3.783 0.4009
C 3.705 -5.874 -0.527 -0.3580
C 3.419 -6.386 -1.722 -0.5601
C 2.410 -5.753 -2.612 0.2734
O 2.151 -6.217 -3.698 -0.5363
C 1.731 -4.525 -2.116 -0.3431
C 2.019 -4.017 -0.920 -0.2267
C 3.028 -4.651 -0.036 0.2079
O 3.297 -4.179 1.053 -0.4025
H 4.436 -6.317 0.137 0.4799
H 3.901 -7.278 -2.103 0.4284
H 1.001 -4.079 -2.782 0.4262
H 1.539 -3.124 -0.536 0.6068
C 1.412 -3.740 9.729 -0.2565
C 0.186 -4.080 10.114 -0.4111
C -0.907 -3.074 10.183 0.3128
O -2.023 -3.380 10.534 -0.5257
C -0.574 -1.675 9.805 -0.4066
C 0.653 -1.338 9.419 -0.3985
C 1.740 -2.344 9.350 0.4307
O 2.859 -2.032 8.993 -0.5673
H 2.223 -4.455 9.675 0.4387
H -0.077 -5.092 10.395 0.4226
H -1.384 -0.959 9.863 0.4099
H 0.919 -0.326 9.141 0.5103
```

strongest force on any atom: 8.37 eV/Å
E_tot: -5427.0578 a.u.
total charge: +1
frontier orbital gap: 7.636 eV



Below is a structure of composition C19H44FNbO16P at a distorted geometry, with properties calculated with ωB97M-V/def2-TZVPD.

```
82
Properties=species:S:1:pos:R:3:mulliken_charge:R:1
C -3.099 2.267 -5.214 -1.4604
C -3.155 2.409 -3.713 0.8037
F -3.507 3.750 -3.464 -0.3643
C -1.896 2.001 -2.997 -1.1709
Nb -1.445 3.050 -1.004 -0.8997
P 1.127 2.808 -1.264 0.6595
C 2.052 3.950 -0.139 -1.0201
O 1.606 3.436 -2.779 -0.5204
H -2.371 2.942 -5.651 0.3492
H -2.876 1.247 -5.497 0.3484
H -4.070 2.513 -5.638 0.3875
H -3.966 1.787 -3.345 0.1984
H -2.008 0.950 -2.737 0.3264
H -1.023 2.073 -3.648 0.2454
H -1.528 1.468 -0.028 0.0324
H -1.100 3.799 0.647 -0.0132
H -1.229 4.727 -1.707 -0.0356
H -3.170 3.472 -0.628 -0.0053
H 1.760 3.775 0.885 0.3358
H 1.821 4.969 -0.425 0.3007
H 3.122 3.811 -0.263 0.2795
H 2.539 3.661 -2.666 0.2632
C 5.855 -0.986 -5.428 -0.5847
O 4.992 -0.171 -6.223 -0.3450
C 4.410 0.823 -5.548 0.7670
O 4.552 1.046 -4.373 -0.5204
O 3.600 1.479 -6.367 -0.3514
C 2.943 2.604 -5.754 -0.4826
H 6.254 -1.744 -6.095 0.1955
H 6.672 -0.395 -5.017 0.2683
H 5.301 -1.461 -4.621 0.2858
H 3.670 3.370 -5.490 0.2511
H 2.394 2.296 -4.867 0.2160
H 2.252 2.997 -6.492 0.2486
C -4.319 0.383 3.017 -0.5743
O -2.899 0.422 3.127 -0.2230
C -2.365 -0.367 4.042 0.8256
O -2.951 -1.118 4.788 -0.5921
O -1.046 -0.183 4.027 -0.2853
C -0.320 -0.965 4.973 -0.6089
H -4.572 1.090 2.233 0.2503
H -4.656 -0.611 2.732 0.1547
H -4.788 0.685 3.953 0.2924
H -0.459 -2.027 4.782 0.2256
H -0.631 -0.728 5.989 0.3382
H 0.726 -0.706 4.838 0.1857
C 5.330 2.212 -1.663 0.0001
O 6.290 2.315 -0.597 -0.3685
C 6.156 1.357 0.310 0.7757
O 5.335 0.477 0.286 -0.5262
O 7.071 1.541 1.268 -0.3510
C 7.012 0.578 2.320 -0.6172
H 5.502 3.060 -2.319 0.2401
H 5.465 1.295 -2.222 0.3093
H 4.321 2.257 -1.259 -0.1907
H 7.188 -0.425 1.935 0.2849
H 6.047 0.616 2.823 0.2907
H 7.799 0.846 3.019 0.2046
C -9.034 -5.877 3.395 -0.6305
O -8.313 -4.919 4.169 -0.3236
C -7.080 -4.668 3.715 0.7486
O -6.576 -5.181 2.750 -0.5423
O -6.520 -3.766 4.510 -0.3052
C -5.185 -3.384 4.141 -0.5811
H -10.005 -5.981 3.872 0.2136
H -9.163 -5.528 2.373 0.2921
H -8.521 -6.837 3.394 0.2904
H -5.178 -2.943 3.148 0.2018
H -4.522 -4.247 4.164 0.2915
H -4.854 -2.652 4.867 0.3297
C 2.317 -0.948 1.074 -0.5402
O 1.244 -1.834 0.725 -0.3339
C 0.780 -2.572 1.720 0.9250
O 1.173 -2.570 2.860 -0.5880
O -0.218 -3.327 1.250 -0.3656
C -0.829 -4.169 2.225 -0.4509
H 2.581 -0.411 0.169 0.1739
H 1.994 -0.240 1.834 0.2543
H 3.179 -1.510 1.426 0.3017
H -1.268 -3.577 3.026 0.0745
H -0.106 -4.869 2.639 0.3031
H -1.611 -4.715 1.705 0.2315
```

strongest force on any atom: 2.47 eV/Å
E_tot: -2452.2334 a.u.
total charge: -1
frontier orbital gap: 6.081 eV